[1]
A molecular structure, C22H31BN6OW at a distorted geometry, computed with wB97M-V/def2-TZVPD.

CARTESIAN COORDINATES (ANGSTROEM)
C  -1.063  0.572  -2.472
N  0.032  1.078  -1.866
N  0.942  1.400  -2.826
C  0.418  1.096  -4.039
C  -0.860  0.565  -3.861
B  2.395  1.933  -2.537
N  2.289  3.170  -1.610
N  1.533  3.163  -0.485
C  1.671  4.368  0.100
C  2.543  5.173  -0.657
C  2.909  4.371  -1.737
W  0.424  1.400  0.059
N  3.281  0.843  -1.910
N  2.966  0.213  -0.747
C  3.917  -0.713  -0.565
C  4.868  -0.694  -1.615
C  4.421  0.320  -2.454
H  3.886  -1.355  0.318
H  4.824  0.713  -3.388
H  5.753  -1.317  -1.738
H  2.858  2.269  -3.606
H  3.562  4.563  -2.588
H  1.002  1.276  -4.940
H  2.854  6.196  -0.453
H  -1.551  0.223  -4.630
H  1.129  4.595  1.019
H  -1.914  0.256  -1.873
H  1.843  0.966  1.036
C  1.061  1.434  1.663
H  1.446  2.377  2.077
H  -0.181  1.761  1.342
H  0.729  0.736  2.443
C  -2.317  -3.849  -1.890
C  -2.006  -2.507  -1.201
C  -3.333  -1.692  -1.232
C  -1.618  -2.555  0.272
C  -2.092  -3.646  1.029
C  -2.109  -3.612  2.394
C  -1.790  -2.445  3.038
C  -1.335  -1.286  2.355
C  -1.351  -0.068  3.305
C  -2.764  0.206  3.868
C  -0.367  -0.207  4.500
C  -1.063  -1.372  0.893
O  -0.447  -0.462  -0.019
H  -3.205  -4.350  -1.443
H  -1.443  -4.526  -1.843
H  -2.577  -3.664  -2.954
H  -1.193  -2.024  -1.777
H  -4.148  -2.245  -0.713
H  -3.267  -0.734  -0.673
H  -3.661  -1.485  -2.273
H  -2.509  -4.532  0.580
H  -2.490  -4.453  2.961
H  -1.963  -2.449  4.105
H  -1.215  0.849  2.758
H  -3.131  -0.607  4.527
H  -2.757  1.140  4.474
H  -3.488  0.346  3.037
H  0.672  -0.426  4.183
H  -0.362  0.732  5.096
H  -0.660  -1.029  5.183

Summary:
Charge = +4
Multiplicity = 3
<S²> = 2.067
DFT total energy = -36753.4015 eV
Lowest unoccupied orbital energy (alpha / beta) = -15.967 / -16.990 eV

Okay, here come the Löwdin numbers, in e, for every atom: -0.0762 -0.2032 0.0107 0.0692 0.0650 -0.4724 -0.0003 -0.1151 -0.0479 0.0742 0.0851 1.8784 -0.0562 -0.0057 -0.0993 0.0314 0.0145 0.1236 0.1534 0.1369 0.1457 0.1739 0.1687 0.1512 0.1445 0.1408 0.0959 0.0598 -0.2897 0.1525 -0.0286 0.0841 -0.0338 -0.3347 -0.0191 0.0046 0.1327 0.0936 0.1031 0.0514 -0.3777 -0.0123 -0.0124 -0.0206 -0.2125 0.1058 0.1137 0.1209 0.1423 0.1217 0.0827 0.1279 0.1577 0.1707 0.1551 0.0870 0.1094 0.1299 0.1109 0.0954 0.1299 0.1119

[2]
2 unconnected molecules or ions with the total composition Cl3H2NP at a distorted geometry, computed with wB97M-V/def2-TZVPD.

CARTESIAN COORDINATES (ANGSTROEM)
N  -0.469  -0.538  0.362
P  1.376  -2.559  -0.503
Cl  0.268  -3.486  -1.873
Cl  3.080  -2.195  -1.387
Cl  1.771  -3.504  1.188
H  -1.162  -0.314  -0.331
H  0.330  0.066  0.391

Summary:
Charge = +1
DFT total energy = -48368.8314 eV
Lowest unoccupied orbital energy (alpha / beta) = -8.306 / -8.307 eV

Okay, here come the Löwdin numbers, in e, for every atom: 0.2109 -0.2769 0.3316 0.3697 0.3673 0.0151 -0.0177

[3]
A molecular structure, C7H15F3P at a distorted geometry, computed with wB97M-V/def2-TZVPD.

CARTESIAN COORDINATES (ANGSTROEM)
C  -0.386  -3.001  0.083
C  -0.370  2.343  -1.194
C  2.150  0.817  0.991
C  0.427  -1.772  -0.240
C  0.220  1.000  -1.369
C  0.808  0.574  1.573
C  -2.533  0.086  0.211
F  -2.792  -0.946  0.990
F  -3.042  0.124  -1.019
F  -2.804  1.197  0.827
P  -0.236  -0.075  0.033
H  -0.664  -3.152  1.166
H  -1.275  -2.999  -0.430
H  0.323  -3.764  -0.431
H  -0.336  2.733  -0.212
H  0.106  2.926  -1.885
H  -1.346  2.387  -1.614
H  2.508  -0.051  0.444
H  2.152  1.817  0.438
H  2.851  0.939  1.775
H  0.684  -1.795  -1.293
H  1.338  -1.571  0.378
H  1.261  0.750  -1.426
H  -0.270  0.318  -2.130
H  0.407  1.394  2.038
H  0.822  -0.279  2.298

Summary:
Charge = +1
DFT total energy = -24934.9728 eV
Lowest unoccupied orbital energy = -3.789 eV

Okay, here come the Löwdin numbers, in e, for every atom: -0.1147 -0.1162 -0.1623 -0.3524 -0.3549 -0.2733 -0.5674 0.1500 0.1578 0.1775 1.1524 0.1079 0.0337 0.1285 0.0776 0.0630 0.0854 0.0714 0.1190 0.0788 0.0945 0.0814 0.0776 0.1182 0.0539 0.1126

[4]
A molecular structure, C3H2Br4 at a distorted geometry, computed with wB97M-V/def2-TZVPD.

CARTESIAN COORDINATES (ANGSTROEM)
C  0.192  -0.103  1.550
C  -1.419  0.147  -2.115
C  1.342  0.297  1.039
Br  -1.370  -0.034  -3.939
Br  -2.624  -0.975  -1.282
Br  2.309  1.801  1.658
Br  2.162  -0.580  -0.430
H  -0.277  0.410  2.373
H  -0.315  -0.963  1.146

Summary:
Charge = 0
DFT total energy = -283309.2253 eV
Lowest unoccupied orbital energy = -1.284 eV

Okay, here come the Löwdin numbers, in e, for every atom: -0.1439 -1.1285 -1.2646 0.5870 0.5628 0.6523 0.6357 0.0606 0.0386

Look up the DFT total energy of the first one.
-36753.4015 eV